Record 1
Here is a cluster of 2 separate species, C5H7N in total from OMol25. Energies are from ωB97M-V with the def2-TZVPD basis set.

Its spin multiplicity is 1. As for the energy relative to the best compared isomer or geometry (same formula, charge and spin): 830.29 kJ/mol. Its total energy is -6779.9073 eV. The HOMO energy (spin up / spin down) is -9.34 / -6.03 eV. As for the net charge: 0.

Positions of all 13 atoms, in Å:
C 0.81 -1.28 0.03
C 1.03 0.03 0.20
C 0.04 -0.49 0.97
C 1.77 1.20 -0.27
C -2.37 -0.21 -0.03
N -1.77 0.54 -0.76
H 0.97 -2.30 -0.46
H 1.21 2.04 -0.55
H 2.33 1.04 -1.12
H 2.47 1.55 0.45
H -2.77 -0.14 1.07
H -1.11 -0.71 0.80
H -2.61 -1.25 -0.34

Results of the natural (NBO) charge analysis, in e, for atoms 1 through 5: -0.18, 0.05, -0.25, -0.66, -0.28

***

Record 2
Here is a structure of composition C5H7N from OMol25. Energies are from ωB97M-V with the def2-TZVPD basis set.

Its spin multiplicity is 1. As for the energy relative to the best compared isomer or geometry (same formula, charge and spin): 337.23 kJ/mol. Its total energy is -6785.0174 eV. The HOMO energy is -8.79 eV. As for the net charge: 0.

Positions of all 13 atoms, in Å:
C 0.66 -0.44 0.30
C -1.45 0.25 -0.67
C -0.53 0.56 0.48
C -1.32 -0.72 0.51
C 1.94 0.05 -0.10
N -0.11 -1.49 0.36
H -2.31 0.83 -0.72
H -0.97 -0.11 -1.58
H -0.45 1.50 1.07
H -2.13 -1.17 0.99
H 2.80 -0.55 0.24
H 1.85 1.01 0.31
H 2.02 0.29 -1.18

Results of the natural (NBO) charge analysis, in e, for atoms 1 through 5: 0.29, -0.39, -0.32, -0.09, -0.68

***

Record 3
Here is a cluster of 2 separate species, C5H7N in total from OMol25. Energies are from ωB97M-V with the def2-TZVPD basis set.

Its spin multiplicity is 3. As for the energy relative to the best compared isomer or geometry (same formula, charge and spin): 405.33 kJ/mol. Its total energy is -6779.3938 eV. The HOMO energy (spin up / spin down) is -5.99 / -10.28 eV. As for the net charge: 0.

Positions of all 13 atoms, in Å:
C -3.51 0.56 0.36
C -2.37 0.49 0.03
C 0.11 -0.13 -0.13
C 0.02 -1.52 -0.48
C 2.15 1.14 0.27
N 0.73 0.85 0.16
H -4.47 0.66 0.65
H -0.65 -1.97 0.21
H -0.61 -1.63 -1.37
H 0.97 -1.99 -0.60
H 2.74 0.54 1.11
H 2.33 2.24 0.40
H 2.55 0.77 -0.61

Results of the natural (NBO) charge analysis, in e, for atoms 1 through 5: -0.45, 0.17, 0.31, -0.74, -0.45

***

Record 4
Here is a cluster of 3 separate species, C5H7N2 in total from OMol25. Energies are from ωB97M-V with the def2-TZVPD basis set.

Its spin multiplicity is 1. As for the energy relative to the best compared isomer or geometry (same formula, charge and spin): 571.51 kJ/mol. Its total energy is -8266.8539 eV. The HOMO energy is -13.53 eV. As for the net charge: +1.

Positions of all 14 atoms, in Å:
C 2.28 -0.87 -0.20
C 0.66 2.58 0.71
C 0.99 -1.22 -0.33
C 3.39 -0.37 -0.04
C 0.58 2.97 1.83
N -0.11 -1.55 -0.39
N -2.64 -1.42 -0.81
H 4.28 0.16 -0.03
H 0.87 2.67 -0.31
H 0.49 3.03 2.84
H -1.50 -1.71 -0.65
H -3.20 -2.11 -0.35
H -2.99 -1.57 -1.75
H -3.10 -0.57 -0.52

Results of the natural (NBO) charge analysis, in e, for atoms 1 through 5: -0.23, -0.28, 0.46, 0.10, -0.17

***

Record 5
Here is the ion C5H7N2 with charge +1 from OMol25. Energies are from ωB97M-V with the def2-TZVPD basis set.

Its spin multiplicity is 1. As for the energy relative to the best compared isomer or geometry (same formula, charge and spin): 614.47 kJ/mol. Its total energy is -8266.4087 eV. The HOMO energy (spin up / spin down) is -15.21 / -15.21 eV. As for the net charge: +1.

Positions of all 14 atoms, in Å:
C 1.59 0.99 -0.24
C 2.93 0.86 -0.03
C 1.08 -0.23 0.22
C -1.33 -0.26 -0.15
C -0.08 -0.98 0.20
N 2.38 -1.17 0.50
N 3.29 -0.42 0.27
H 1.10 1.81 -0.71
H 3.77 1.70 -0.05
H -1.59 0.55 0.68
H -2.14 -0.89 -0.29
H -1.15 0.24 -1.06
H 0.37 -1.61 -0.61
H -0.13 -1.87 0.88

Results of the natural (NBO) charge analysis, in e, for atoms 1 through 5: -0.39, 0.20, 0.45, -0.61, -0.51

***

Record 6
Here is a structure of composition C5H7N2 from OMol25. Energies are from ωB97M-V with the def2-TZVPD basis set.

Its spin multiplicity is 3. As for the energy relative to the best compared isomer or geometry (same formula, charge and spin): 489.87 kJ/mol. Its total energy is -8263.3611 eV. The HOMO energy (spin up / spin down) is -12.63 / -15.82 eV. As for the net charge: +1.

Positions of all 14 atoms, in Å:
C 1.73 0.52 0.51
C 2.22 1.64 -0.19
C 1.11 0.94 -0.65
C 0.01 0.61 -1.53
C -0.85 -0.06 2.44
N 1.18 -0.26 1.53
N 0.09 0.33 1.49
H 2.93 2.51 -0.36
H -0.75 0.00 -0.82
H 0.36 -0.14 -2.18
H -0.52 1.47 -2.14
H -1.78 0.42 2.17
H -0.84 -1.08 2.47
H -0.77 0.32 3.50

Results of the Löwdin charge analysis, in e, for atoms 1 through 5: -0.09, 0.26, -0.13, 0.01, -0.05

***

Record 7
Here is the ion C5H7N2O2 with charge +1 from OMol25. Energies are from ωB97M-V with the def2-TZVPD basis set.

Its spin multiplicity is 1. As for the energy relative to the best compared isomer or geometry (same formula, charge and spin): 427.15 kJ/mol. Its total energy is -12363.1691 eV. The HOMO energy is -13.35 eV. As for the net charge: +1.

Positions of all 16 atoms, in Å:
C -0.86 -0.45 -0.12
C 0.53 -0.63 -0.05
C 3.75 0.42 0.06
C -1.38 0.78 0.16
C -2.76 0.95 0.00
N 2.74 -0.27 0.05
N 1.44 0.29 0.04
O 4.62 1.12 0.06
O 0.83 -1.95 0.02
H -1.27 -1.37 -0.45
H 2.87 -1.22 -0.22
H -0.87 1.64 0.51
H -3.27 1.66 0.58
H -3.39 0.08 -0.11
H -3.12 1.52 -0.87
H 0.16 -2.56 0.34

Results of the natural (NBO) charge analysis, in e, for atoms 1 through 5: -0.37, 0.57, 0.99, 0.02, -0.72

***

Record 8
Here is a cluster of 2 separate species, C5H7N2P in total from OMol25. Energies are from ωB97M-V with the def2-TZVPD basis set.

Its spin multiplicity is 1. As for the energy relative to the best compared isomer or geometry (same formula, charge and spin): 294.31 kJ/mol. Its total energy is -17563.6701 eV. The HOMO energy is -8.73 eV. As for the net charge: 0.

Positions of all 15 atoms, in Å:
C -1.11 1.00 1.09
C -2.18 0.20 1.03
C -0.27 0.55 0.02
C 2.23 -1.36 -0.91
C 1.13 0.99 -0.25
N -0.77 -0.57 -0.51
N -1.94 -0.73 0.08
P 2.28 -0.32 0.38
H -0.95 1.95 1.72
H -3.12 0.07 1.69
H 2.89 -2.20 -0.77
H 1.52 -1.25 -1.74
H 1.55 1.05 -1.74
H 1.43 2.01 0.09
H -2.70 -1.42 -0.17

Results of the natural (NBO) charge analysis, in e, for atoms 1 through 5: -0.34, -0.06, 0.06, -0.84, -0.70

***

Record 9
Here is an isolated molecule of C5H7N3 from OMol25. Energies are from ωB97M-V with the def2-TZVPD basis set.

Its spin multiplicity is 1. As for the energy relative to the best compared isomer or geometry (same formula, charge and spin): 631.14 kJ/mol. Its total energy is -9762.8463 eV. The HOMO energy is -9.14 eV. As for the net charge: 0.

Positions of all 15 atoms, in Å:
C 0.28 -1.16 -1.67
C 0.91 1.12 -1.16
C 0.18 0.54 1.30
C -1.05 0.07 0.90
C -2.25 -0.33 0.99
H -0.82 -1.30 -1.08
H 1.18 -1.63 -1.08
H 0.07 -1.94 -2.73
H 1.30 1.99 -1.50
H 1.85 1.21 0.79
H -0.40 0.29 2.96
H -3.43 -0.30 1.37
N 0.49 0.25 -1.94
N 1.10 0.79 0.29
N 0.58 0.40 2.56

Results of the natural (NBO) charge analysis, in e, for atoms 1 through 5: -0.48, 0.28, 0.31, -0.12, -0.19

***

Record 10
Here is an isolated molecule of C5H7N3 from OMol25. Energies are from ωB97M-V with the def2-TZVPD basis set.

Its spin multiplicity is 1. As for the energy relative to the best compared isomer or geometry (same formula, charge and spin): 436.97 kJ/mol. Its total energy is -9764.8588 eV. The HOMO energy is -8.38 eV. As for the net charge: 0.

Positions of all 15 atoms, in Å:
C -1.61 0.33 0.12
C -0.03 0.42 0.09
C 1.00 1.46 0.17
C 2.11 0.70 0.13
C 0.70 -0.88 -0.06
H -1.39 -1.53 0.87
H -1.93 -1.51 -0.64
H -3.40 0.94 -0.03
H 1.22 2.70 0.42
H 2.99 1.14 -0.22
H 2.60 -1.53 -0.39
H 0.35 -1.92 -0.25
N -2.19 -1.07 0.24
N -2.39 1.36 -0.32
N 1.98 -0.62 -0.13

Results of the natural (NBO) charge analysis, in e, for atoms 1 through 5: 0.41, -0.20, -0.24, -0.11, -0.06

***

Record 11
Here is an isolated molecule of C5H7N3 from OMol25. Energies are from ωB97M-V with the def2-TZVPD basis set.

Its spin multiplicity is 1. As for the energy relative to the best compared isomer or geometry (same formula, charge and spin): 627.68 kJ/mol. Its total energy is -9762.8822 eV. The HOMO energy is -8.59 eV. As for the net charge: 0.

Positions of all 15 atoms, in Å:
C -0.33 1.30 0.27
C 0.61 -1.14 0.25
C 2.00 -1.18 0.11
C 2.78 -0.05 -0.11
C -2.58 -0.10 -0.17
H -0.45 1.68 1.32
H 0.76 1.39 -0.48
H -1.30 1.89 -0.30
H 0.33 -2.12 0.52
H 2.50 -2.21 -0.33
H -3.53 -0.33 -0.53
H -2.60 0.98 -0.31
N -0.37 -0.12 0.11
N 3.70 0.74 -0.20
N -1.53 -0.73 -0.16

Results of the natural (NBO) charge analysis, in e, for atoms 1 through 5: -0.46, 0.12, -0.45, 0.22, -0.16

***

Record 12
Here is an isolated molecule of C5H7N3 from OMol25. Energies are from ωB97M-V with the def2-TZVPD basis set.

Its spin multiplicity is 1. As for the energy relative to the best compared isomer or geometry (same formula, charge and spin): 510.99 kJ/mol. Its total energy is -9764.0917 eV. The HOMO energy is -8.63 eV. As for the net charge: 0.

Positions of all 15 atoms, in Å:
C -1.16 -0.65 -2.40
C 0.16 -0.21 -2.04
C -0.65 -0.55 0.54
C -0.71 -0.38 1.96
C 0.36 0.69 2.35
H -1.35 -0.45 -3.48
H -1.10 -1.76 -2.48
H -2.17 -0.24 -2.04
H 0.69 -0.19 -3.03
H -1.02 -1.31 -0.16
H -1.66 -0.92 2.29
H 0.46 1.09 3.44
N 0.99 0.27 -1.08
N 0.55 0.26 0.23
N 1.04 0.96 1.28

Results of the natural (NBO) charge analysis, in e, for atoms 1 through 5: -0.73, 0.05, -0.11, -0.33, -0.04